# 1
A molecular structure, C17H13BrN4O2 at a distorted geometry. Source: the OMol25 dataset; level of theory: ωB97M-V/def2-TZVPD.

The value obtained for the molar mass is 385.2 u. The total charge is 0. For the strongest force on any atom, the calculation gives 7.0 eV/Å. The calculation puts the energy above the lowest of the compared OMol25 structures with the same formula, charge and spin at 2.181 eV. The total energy comes out at -97935.6731 eV. As for the frontier orbital gap: 8.184 eV. The value obtained for the LUMO energy is 0.2184 eV. The HOMO energy comes out at -7.97 eV.

The geometry in XYZ format:
```
37
C17H13BrN4O2, DFT ωB97M-V/def2-TZVPD
Br 3.440 6.088 1.063
N 1.888 1.108 -0.509
N -1.883 -2.904 -2.365
N -0.519 -1.347 -1.400
O -0.120 -4.443 -2.789
O -0.517 3.258 2.952
C 0.891 0.333 -0.303
C -1.509 -4.081 -2.804
C -0.729 -2.506 -1.917
C 0.767 -0.975 -0.946
C 1.845 -1.767 -1.312
C 2.596 3.537 0.175
C 1.725 -2.954 -2.046
C 1.371 4.310 2.122
C 2.354 4.527 1.121
C 1.744 2.313 0.201
C 0.425 -3.350 -2.247
C 0.563 3.196 2.103
C 0.787 2.138 1.115
N 0.131 0.947 0.708
C -2.564 -5.045 -3.285
C -1.626 2.350 2.723
C -0.994 0.274 1.561
C -1.361 0.900 2.866
H 2.727 -1.347 -1.007
H 3.318 3.632 -0.643
H 2.592 -3.498 -2.430
H 1.179 4.951 2.920
H -2.249 -6.069 -3.089
H -3.502 -4.768 -2.718
H -2.862 -4.844 -4.311
H -2.496 2.700 3.300
H -1.960 2.536 1.693
H -0.698 -0.768 1.540
H -1.910 0.376 1.015
H -0.602 0.730 3.660
H -2.239 0.463 3.284
```


# 2
A molecular structure, C17H13CrN2O2Se2Te2 at a distorted geometry. Source: the OMol25 dataset; level of theory: ωB97M-V/def2-TZVPD.

Its expectation value of S² is 6.160. The value obtained for the molar mass is 742.4 u. The total charge is -1. For the strongest force on any atom, the calculation gives 4.2 eV/Å. The calculation puts the energy above the lowest of the compared OMol25 structures with the same formula, charge and spin at 3.896 eV. The total energy comes out at -198615.6878 eV. As for the frontier orbital gap (alpha / beta): 4.926 / 4.986 eV. As for the multiplicity: 5. The value obtained for the LUMO energy (alpha / beta) is 1.3142 / 1.0999 eV. The HOMO energy (alpha / beta) comes out at -3.61 / -3.89 eV.

The geometry in XYZ format:
```
39
C17H13CrN2O2Se2Te2, DFT ωB97M-V/def2-TZVPD
Cr -0.037 -1.915 -1.503
C -2.207 -4.251 0.588
O -1.617 -3.011 0.476
C -1.851 -2.081 1.393
C -2.725 -2.278 2.463
C -2.940 -1.286 3.416
C -2.264 -0.093 3.280
C -1.401 0.106 2.197
C -1.166 -0.873 1.213
N -0.305 -0.677 0.080
N 0.253 0.516 0.122
C 1.055 1.021 -0.821
C 1.441 0.415 -2.029
O 1.013 -0.788 -2.366
C 2.317 1.067 -2.936
C 2.807 2.308 -2.681
C 2.435 3.002 -1.477
C 2.909 4.309 -1.212
C 2.546 4.984 -0.074
C 1.690 4.357 0.856
C 1.223 3.087 0.619
C 1.573 2.376 -0.554
H -1.957 -4.731 1.537
H -1.796 -4.813 -0.217
H -3.293 -4.188 0.474
H -3.248 -3.219 2.554
H -3.632 -1.456 4.239
H -2.404 0.702 4.009
H -0.891 1.039 2.090
H 2.575 0.533 -3.837
H 3.484 2.792 -3.382
H 3.575 4.773 -1.937
H 2.911 5.991 0.109
H 1.400 4.879 1.763
H 0.575 2.605 1.332
Se 1.266 -3.450 -0.510
Te -0.384 -3.878 -2.778
Te -0.788 -6.093 -4.200
Se -2.138 -1.782 -2.294
```


# 3
A molecular structure, C17H13F6N6NaO4S3. Source: the OMol25 dataset; level of theory: ωB97M-V/def2-TZVPD.

The value obtained for the molar mass is 598.5 u. The total charge is 0. For the strongest force on any atom, the calculation gives 0.3 eV/Å. The calculation puts the energy above the lowest of the compared OMol25 structures with the same formula, charge and spin at 0.384 eV. The total energy comes out at -88199.0946 eV. As for the frontier orbital gap: 7.881 eV. The value obtained for the LUMO energy is -0.4399 eV. The HOMO energy comes out at -8.32 eV.

The geometry in XYZ format:
```
50
C17H13F6N6NaO4S3, DFT ωB97M-V/def2-TZVPD
Na 0.362 0.236 -1.054
F 5.644 2.254 -1.350
C 4.962 1.227 -1.842
F 5.081 1.211 -3.163
F 5.468 0.095 -1.348
S 3.195 1.321 -1.342
O 2.558 0.190 -1.991
O 3.171 1.297 0.099
N 2.848 2.705 -1.985
S 1.457 3.407 -1.795
O 1.325 4.489 -2.710
O 0.353 2.477 -1.650
C 1.549 4.206 -0.118
F 1.219 3.343 0.847
F 0.689 5.222 -0.073
F 2.770 4.667 0.124
C -5.387 -0.136 0.055
N -4.336 0.139 1.015
C -4.522 0.449 2.347
C -3.311 0.650 2.883
N -2.368 0.463 1.871
C -3.014 0.134 0.698
S -2.451 -0.208 -0.836
C -0.973 0.595 2.129
C -0.568 1.473 3.127
C 0.771 1.493 3.474
C 1.655 0.659 2.812
C 1.156 -0.124 1.788
N -0.134 -0.163 1.439
H -6.341 -0.080 0.572
H -5.250 -1.126 -0.374
H -5.355 0.594 -0.752
H -5.497 0.483 2.799
H -3.029 0.860 3.897
H -1.274 2.141 3.599
H 1.118 2.168 4.244
H 2.711 0.649 3.036
H 1.823 -0.741 1.195
N -0.231 -7.354 -2.660
C -0.099 -6.249 -2.377
C 0.068 -4.862 -2.018
C 0.255 -3.897 -2.998
C 0.411 -2.583 -2.592
N 0.379 -2.200 -1.317
C 0.196 -3.135 -0.388
C 0.040 -4.478 -0.683
H 0.282 -4.162 -4.045
H 0.580 -1.806 -3.329
H 0.149 -2.787 0.637
H -0.104 -5.206 0.102
```


# 4
A molecular structure, C17H13F9O6Tc. Source: the OMol25 dataset; level of theory: ωB97M-V/def2-TZVPD.

Its expectation value of S² is 4.001. The value obtained for the molar mass is 582.3 u. The total charge is 0. For the strongest force on any atom, the calculation gives 1.0 eV/Å. The calculation puts the energy above the lowest of the compared OMol25 structures with the same formula, charge and spin at 0.596 eV. The total energy comes out at -56780.8732 eV. As for the frontier orbital gap (alpha / beta): 6.780 / 8.290 eV. As for the multiplicity: 4. The value obtained for the LUMO energy (alpha / beta) is -2.6597 / -1.5158 eV. The HOMO energy (alpha / beta) comes out at -9.44 / -9.81 eV.

The geometry in XYZ format:
```
46
C17H13F9O6Tc, DFT ωB97M-V/def2-TZVPD
Tc -0.413 -0.940 -0.186
O -2.134 1.696 2.474
C -1.555 1.354 1.475
O -1.004 0.169 1.324
C -1.373 2.333 0.312
C 0.075 2.367 -0.218
C 0.285 3.658 -1.019
C -0.560 3.363 -2.286
C -1.034 1.924 -2.012
O 0.065 1.375 -1.264
C -2.172 1.960 -0.974
C -2.925 0.616 -0.950
O -4.124 0.588 -1.063
O -2.168 -0.456 -0.890
H -1.680 3.301 0.698
H 0.840 2.130 0.518
H 1.338 3.773 -1.267
H -0.048 4.538 -0.473
H 0.046 3.403 -3.190
H -1.403 4.040 -2.403
H -1.231 1.316 -2.892
H -2.925 2.706 -1.210
C -0.713 -2.583 -1.993
C 0.481 -2.752 -1.273
C 1.364 -1.732 -1.719
C 0.762 -1.055 -2.837
C -0.503 -1.558 -2.994
H -1.581 -3.222 -1.938
H 0.724 -3.571 -0.616
H 2.383 -1.601 -1.389
H 1.218 -0.261 -3.406
H -1.254 -1.229 -3.696
F 1.833 -3.919 1.639
C 2.439 -2.811 2.117
F 3.040 -3.123 3.269
F 3.386 -2.475 1.232
C 1.395 -1.648 2.254
O 1.177 -1.182 1.000
C 0.121 -2.216 2.973
F -0.552 -1.288 3.639
F -0.708 -2.748 2.043
F 0.431 -3.193 3.839
C 2.016 -0.523 3.143
F 3.294 -0.304 2.789
F 1.997 -0.842 4.443
F 1.351 0.622 2.978
```


# 5
A molecular structure, C17H13N2O4S3Tl. Source: the OMol25 dataset; level of theory: ωB97M-V/def2-TZVPD.

The value obtained for the molar mass is 609.9 u. The total charge is 0. For the strongest force on any atom, the calculation gives 0.2 eV/Å. The calculation puts the energy above the lowest of the compared OMol25 structures with the same formula, charge and spin at 0.000 eV. The total energy comes out at -66209.9035 eV. As for the frontier orbital gap: 7.449 eV. The value obtained for the LUMO energy is -0.1387 eV. The HOMO energy comes out at -7.59 eV.

The geometry in XYZ format:
```
40
C17H13N2O4S3Tl, DFT ωB97M-V/def2-TZVPD
Tl -0.036 0.752 -3.427
O 0.282 -3.890 0.145
C 1.514 -3.792 -0.379
C 2.480 -4.691 0.078
C 3.770 -4.643 -0.408
C 4.130 -3.699 -1.367
C 3.177 -2.812 -1.825
C 1.863 -2.836 -1.350
C 0.898 -1.849 -1.903
O 1.310 -1.032 -2.792
N -0.322 -1.883 -1.403
N -1.168 -0.942 -1.955
C -2.315 -0.864 -1.405
S -2.769 -1.773 0.023
C -4.484 -1.180 0.041
C -4.509 0.227 -0.528
S -3.548 0.195 -2.061
H -0.265 -3.186 -0.282
H 2.183 -5.417 0.823
H 4.504 -5.348 -0.038
H 5.141 -3.661 -1.750
H 3.422 -2.069 -2.572
H -4.826 -1.193 1.075
H -5.103 -1.856 -0.549
H -4.047 0.937 0.156
H -5.521 0.543 -0.776
O -1.762 1.869 0.455
C -0.719 2.451 0.426
O 0.197 2.207 -0.584
C -0.168 3.442 1.354
C -0.797 3.931 2.494
C -0.138 4.874 3.255
C 1.136 5.314 2.881
C 1.770 4.830 1.752
C 1.093 3.883 0.990
S 1.615 3.086 -0.463
H -1.783 3.569 2.755
H -0.603 5.276 4.145
H 1.641 6.052 3.491
H 2.756 5.177 1.477
```


# 6
A molecular structure, C17H14BrCdNO4 at a distorted geometry. Source: the OMol25 dataset; level of theory: ωB97M-V/def2-TZVPD.

The value obtained for the molar mass is 488.6 u. The total charge is -2. For the strongest force on any atom, the calculation gives 3.4 eV/Å. The calculation puts the energy above the lowest of the compared OMol25 structures with the same formula, charge and spin at 1.108 eV. The total energy comes out at -102140.0960 eV. As for the frontier orbital gap: 2.825 eV. The value obtained for the LUMO energy is 2.5741 eV. The HOMO energy comes out at -0.25 eV.

The geometry in XYZ format:
```
38
C17H14BrCdNO4, DFT ωB97M-V/def2-TZVPD
C -0.542 1.819 1.355
C -0.514 0.635 2.178
C 0.840 0.126 2.172
H -1.372 0.158 2.653
C 1.646 0.973 1.318
C 0.781 2.020 0.809
H 1.076 2.802 0.108
H -1.430 2.401 1.118
H 1.204 -0.755 2.694
H 2.713 0.842 1.110
Cd 0.057 -0.191 -0.281
Br -1.969 0.488 -1.601
C -2.099 1.864 -4.925
C -1.274 3.026 -4.752
C -1.991 3.959 -3.927
H -0.283 3.179 -5.182
C -3.257 3.371 -3.592
C -3.325 2.078 -4.210
H -4.159 1.378 -4.143
H -1.844 0.974 -5.503
H -1.640 4.946 -3.620
H -4.037 3.830 -2.981
O -1.540 -3.608 1.615
C -0.440 -3.089 1.510
O -0.121 -1.967 0.902
C 0.768 -3.781 2.111
C 2.092 -3.280 2.097
C 3.143 -3.984 2.717
C 2.909 -5.227 3.355
C 1.592 -5.734 3.341
C 0.548 -5.020 2.730
N 3.951 -5.923 4.008
O 5.097 -5.418 4.010
O 3.679 -7.019 4.550
H 2.334 -2.333 1.610
H 4.162 -3.572 2.714
H 1.384 -6.697 3.820
H -0.450 -5.449 2.751
```


# 7
A molecular structure, C17H14BrCl3FeGeN4O at a distorted geometry. Source: the OMol25 dataset; level of theory: ωB97M-V/def2-TZVPD.

Its expectation value of S² is 6.070. The value obtained for the molar mass is 605.0 u. The total charge is +2. For the strongest force on any atom, the calculation gives 1.2 eV/Å. The total energy comes out at -224365.1031 eV. As for the frontier orbital gap (alpha / beta): 7.034 / 6.008 eV. As for the multiplicity: 5. The value obtained for the LUMO energy (alpha / beta) is -8.6079 / -9.9541 eV. The HOMO energy (alpha / beta) comes out at -15.64 / -15.96 eV.

The geometry in XYZ format:
```
42
C17H14BrCl3FeGeN4O, DFT ωB97M-V/def2-TZVPD
Fe -0.153 -0.227 -0.234
O 1.365 -0.424 3.391
C 1.159 -0.246 2.228
N -0.036 -0.524 1.575
C -0.990 -1.435 2.200
C -1.447 -2.376 1.115
C -2.172 -3.522 1.384
C -2.556 -4.345 0.338
C -2.209 -4.001 -0.962
C -1.502 -2.842 -1.171
N -1.129 -2.047 -0.153
C 2.228 0.166 1.261
C 3.488 0.524 1.680
C 4.445 0.809 0.718
C 4.117 0.712 -0.624
C 2.833 0.353 -0.977
N 1.900 0.089 -0.047
H -1.837 -0.898 2.630
H -0.506 -1.973 3.017
H -2.417 -3.761 2.411
H -3.121 -5.247 0.535
H -2.479 -4.621 -1.805
H -1.227 -2.532 -2.172
H 3.691 0.562 2.742
H 5.447 1.090 1.014
H 4.850 0.908 -1.395
H 2.539 0.259 -2.013
Cl 0.734 1.712 -3.765
Ge -0.204 -0.014 -3.020
Cl 0.879 -1.740 -3.570
Cl -2.258 -0.058 -3.520
Br -3.052 0.565 0.080
C -1.949 2.071 -0.159
C -2.464 3.342 -0.087
C -1.575 4.400 -0.222
C -0.226 4.149 -0.409
C 0.206 2.844 -0.468
N -0.645 1.808 -0.354
H -3.520 3.496 0.080
H -1.940 5.418 -0.163
H 0.486 4.956 -0.504
H 1.248 2.600 -0.609
```


# 8
A molecular structure, C17H14BrClO2Tm at a distorted geometry. Source: the OMol25 dataset; level of theory: ωB97M-V/def2-TZVPD.

Its expectation value of S² is 2.002. The value obtained for the molar mass is 534.6 u. The total charge is -1. For the strongest force on any atom, the calculation gives 2.8 eV/Å. The calculation puts the energy above the lowest of the compared OMol25 structures with the same formula, charge and spin at 1.798 eV. The total energy comes out at -134048.0082 eV. As for the frontier orbital gap (alpha / beta): 4.806 / 4.857 eV. As for the multiplicity: 3. The value obtained for the LUMO energy (alpha / beta) is 1.8172 / 1.8684 eV. The HOMO energy (alpha / beta) comes out at -2.99 / -2.99 eV.

The geometry in XYZ format:
```
36
C17H14BrClO2Tm, DFT ωB97M-V/def2-TZVPD
C 1.696 1.147 2.854
C 0.816 2.271 2.725
C 0.817 2.706 1.352
H 0.238 2.716 3.553
C 1.723 1.857 0.617
C 2.254 0.881 1.557
H 3.046 0.149 1.355
H 2.003 0.623 3.778
H 0.189 3.501 0.906
H 1.956 1.886 -0.464
Tm -0.024 0.292 1.164
Cl -0.164 -1.907 2.553
C -5.233 1.928 0.301
C -4.705 2.662 -0.816
C -4.341 3.974 -0.355
H -4.618 2.296 -1.846
C -4.645 4.051 1.048
C -5.196 2.787 1.453
H -5.550 2.532 2.459
H -5.621 0.904 0.273
H -3.927 4.782 -0.968
H -4.503 4.928 1.691
Br -0.131 -2.026 -2.803
C 1.439 -2.977 -2.407
C 1.859 -3.962 -3.319
C 3.007 -4.724 -3.075
C 3.747 -4.492 -1.906
C 3.337 -3.508 -1.008
C 2.176 -2.737 -1.237
C 1.809 -1.768 -0.160
O 2.514 -1.876 0.877
O 0.876 -0.832 -0.351
H 1.281 -4.140 -4.223
H 3.318 -5.491 -3.788
H 4.646 -5.079 -1.698
H 3.910 -3.355 -0.092
```